1.
The following is a DFT calculation (ωB97M-V/def2-TZVPD) of a molecular structure, C2H8Br3CdN4O2 at a distorted geometry.

Each line ends with the natural charge from an NBO analysis.
Geometry (Å):
Cd 0.28 -0.65 0.11  1.562
Br 0.07 -0.51 -2.37  -0.857
Br 1.15 -2.81 0.85  -0.847
Br -0.35 1.30 1.85  -0.876
C -2.96 -1.33 0.48  0.797
O -1.76 -1.44 0.27  -0.713
N -3.40 -0.18 1.06  -0.840
N -3.93 -2.20 0.14  -0.837
H -4.40 -0.05 1.16  0.360
H -2.80 0.42 1.61  0.444
H -4.87 -2.17 0.49  0.383
H -3.69 -3.04 -0.37  0.409
C 3.03 1.18 -0.48  0.806
O 2.34 0.29 0.00  -0.700
N 4.18 1.00 -1.19  -0.844
N 2.78 2.49 -0.21  -0.846
H 4.61 1.75 -1.70  0.380
H 4.41 0.06 -1.44  0.411
H 1.99 2.69 0.39  0.435
H 3.32 3.20 -0.66  0.372

Computed properties:
total charge	-1
energy relative to the best compared isomer or geometry (same formula, charge and spin)	0.000	eV
DFT total energy	-8340.59721	Ha
orbital gap	7.73	eV
LUMO level	2.93	eV

2.
The following is a DFT calculation (ωB97M-V/def2-TZVPD) of a molecular structure, C3H6BaLiO5 at a distorted geometry.

Each line ends with the natural charge from an NBO analysis.
Geometry (Å):
H 1.72 -3.25 1.05  0.132
C 1.69 -2.33 0.43  -0.091
C 0.69 -1.41 1.12  -0.105
O 1.15 -0.11 1.38  -0.760
Li 0.90 -3.71 -1.97  0.866
O 1.37 -2.40 -0.92  -1.136
H 2.72 -1.91 0.52  0.155
H 0.04 -1.81 1.91  0.172
H -0.18 -1.51 0.45  0.126
C -0.15 1.38 0.83  0.994
O -1.39 1.20 0.68  -0.760
O 0.24 2.48 1.54  -0.710
H 0.13 2.25 2.47  0.482
Ba -0.63 0.28 -2.39  1.100
O 0.60 1.39 -0.32  -0.996
H 1.56 0.50 0.24  0.533

Computed properties:
energy relative to the best compared isomer or geometry (same formula, charge and spin)	3.233	eV
multiplicity	2
DFT total energy	-527.01470	Ha
orbital gap (alpha / beta)	3.90 / 7.57	eV
LUMO level (alpha / beta)	-0.91 / -0.76	eV

3.
The following is a DFT calculation (ωB97M-V/def2-TZVPD) of a molecular structure, C9H7GaN2O5 at a distorted geometry.

Each line ends with the natural charge from an NBO analysis.
Geometry (Å):
O 0.09 2.93 -3.92  -0.254
C 0.09 2.23 -3.02  0.583
Ga 0.09 0.82 -1.49  0.718
O 0.09 3.34 0.56  -0.274
C 0.09 2.48 -0.19  0.595
C 0.11 -0.69 -2.87  0.020
O 0.01 -1.86 -2.51  -0.445
C 2.04 0.77 -1.63  0.565
O 3.19 0.70 -1.73  -0.263
C -1.84 0.75 -1.63  0.565
O -2.98 0.67 -1.73  -0.262
H 0.20 -0.32 -3.93  0.135
C -0.65 -0.90 3.59  -0.422
N -0.25 -0.91 2.18  -0.277
C 0.53 -1.86 1.59  -0.013
C 0.77 -1.48 0.31  -0.059
N 0.08 -0.29 0.18  -0.633
C -0.53 0.05 1.30  0.204
H -1.25 -1.79 3.82  0.251
H 0.23 -0.91 4.24  0.248
H -1.24 -0.01 3.81  0.235
H 0.93 -2.75 2.07  0.274
H 1.36 -1.92 -0.49  0.270
H -1.15 0.96 1.50  0.240

Computed properties:
total charge	+2
DFT total energy	-2756.90340	Ha
orbital gap	6.62	eV
LUMO level	-9.37	eV

4.
The following is a DFT calculation (ωB97M-V/def2-TZVPD) of 2 unconnected molecules or ions with the total composition C6H14BrN2 at a distorted geometry.

Each line ends with the natural charge from an NBO analysis.
Geometry (Å):
C 0.17 0.63 -0.41  0.345
C 3.36 -0.97 -0.74  -0.608
C -2.90 -0.26 -0.43  -0.747
C -1.97 -0.70 2.02  -0.765
C 2.46 0.19 -1.12  -0.215
C -2.28 0.17 0.86  0.246
N 1.13 -0.09 -0.83  -0.555
N 0.30 1.93 -0.18  -0.826
Br -2.65 1.98 1.27  0.228
H 3.18 -1.23 0.30  0.211
H 3.16 -1.87 -1.29  0.221
H 4.31 -0.58 -0.85  0.235
H -2.08 -0.63 -1.04  0.288
H -3.40 0.42 -1.03  0.262
H -3.48 -1.18 -0.20  0.256
H -1.02 -0.52 2.54  0.286
H -3.02 -0.81 2.60  0.300
H -1.85 -1.73 1.69  0.253
H 2.55 1.12 -0.49  0.185
H 2.54 0.42 -2.15  0.215
H 0.81 -1.02 -0.96  0.397
H -0.52 2.43 0.24  0.396
H 1.20 2.31 0.20  0.391

Computed properties:
total charge	+1
energy relative to the best compared isomer or geometry (same formula, charge and spin)	3.483	eV
DFT total energy	-2920.16368	Ha
orbital gap (alpha / beta)	7.05 / 7.05	eV
LUMO level (alpha / beta)	-5.44 / -5.44	eV

5.
The following is a DFT calculation (ωB97M-V/def2-TZVPD) of 2 unconnected molecules or ions with the total composition HN2O2 at a distorted geometry.

Each line ends with the natural charge from an NBO analysis.
Geometry (Å):
N 0.72 1.07 -1.07  -0.531
N -0.18 -0.30 0.70  0.361
O -0.54 0.35 1.68  -0.517
O -0.67 -1.37 0.35  -0.537
H 0.67 0.24 -1.67  0.224

Computed properties:
total charge	-1
energy relative to the best compared isomer or geometry (same formula, charge and spin)	3.352	eV
DFT total energy	-260.40331	Ha
orbital gap (alpha / beta)	7.21 / 7.46	eV
LUMO level (alpha / beta)	4.28 / 4.43	eV

6.
The following is a DFT calculation (ωB97M-V/def2-TZVPD) of a molecular structure, CdN4O12Pb3 at a distorted geometry.

Each line ends with the Mulliken charge.
Geometry (Å):
Cd 0.12 -0.88 -6.54  1.159
Pb 1.05 -3.35 -1.66  1.645
Pb 0.47 -6.19 -6.67  1.300
Pb -4.74 -3.37 -3.28  1.710
N -2.05 -0.50 -8.85  0.920
O -3.01 0.13 -8.48  -0.453
O -1.66 -0.37 -9.98  -0.382
O -1.34 -1.13 -7.98  -0.490
N -1.13 -3.13 -4.60  0.927
O -0.41 -2.98 -3.53  -0.597
O -0.78 -2.53 -5.63  -0.266
O -2.16 -3.87 -4.56  -0.546
N 1.87 -5.98 -3.88  1.132
O 1.60 -5.02 -4.71  -0.639
O 2.18 -7.08 -4.27  -0.474
O 1.85 -5.73 -2.62  -0.643
N 1.68 -3.62 -7.48  1.050
O 2.80 -3.85 -7.14  -0.364
O 0.85 -4.53 -7.63  -0.479
O 1.21 -2.42 -7.51  -0.509

Computed properties:
total charge	+4
energy relative to the best compared isomer or geometry (same formula, charge and spin)	0.000	eV
DFT total energy	-1865.85466	Ha
orbital gap	2.14	eV
LUMO level	-16.78	eV

7.
The following is a DFT calculation (ωB97M-V/def2-TZVPD) of 2 unconnected molecules or ions with the total composition C4H13N2.

Each line ends with the natural charge from an NBO analysis.
Geometry (Å):
C -0.99 -3.02 0.28  -0.617
C 0.07 -1.96 0.61  -0.236
C 0.58 -0.07 -0.89  0.126
N -0.23 -0.75 -0.18  -0.374
H -1.99 -2.60 0.44  0.220
H -0.89 -3.37 -0.74  0.230
H -0.85 -3.86 0.97  0.254
H 0.01 -1.69 1.67  0.243
H 1.06 -2.32 0.34  0.228
H 0.20 0.76 -1.48  0.240
H 1.63 -0.33 -0.91  0.226
H -1.18 -0.41 -0.17  0.437
C 0.03 3.09 -0.36  -0.439
N 0.63 2.16 0.61  -0.860
H 0.62 3.26 -1.26  0.193
H -0.16 4.06 0.08  0.230
H -0.96 2.73 -0.68  0.177
H 1.42 1.64 0.27  0.336
H 1.02 2.69 1.39  0.386

Computed properties:
total charge	+1
energy relative to the best compared isomer or geometry (same formula, charge and spin)	2.026	eV
DFT total energy	-269.42622	Ha
orbital gap	8.63	eV
LUMO level	-4.75	eV

8.
The following is a DFT calculation (ωB97M-V/def2-TZVPD) of 2 unconnected molecules or ions with the total composition C3H7NSSi at a distorted geometry.

Each line ends with the natural charge from an NBO analysis.
Geometry (Å):
C 0.13 -0.07 -0.30  0.014
C -1.99 0.76 -0.32  -0.271
C -2.24 -0.68 0.18  -0.558
N -0.53 0.95 -0.51  -0.509
Si 3.23 -0.20 -0.09  0.683
S -0.64 -1.55 0.22  0.195
H -2.22 1.06 -1.40  0.217
H -2.55 1.55 0.23  0.217
H -2.56 -0.75 1.16  0.214
H -3.00 -1.21 -0.35  0.226
H 4.00 0.89 -0.94  -0.131
H 3.34 -1.61 -0.63  -0.135
H 3.16 0.08 1.29  -0.162

Computed properties:
energy relative to the best compared isomer or geometry (same formula, charge and spin)	3.597	eV
DFT total energy	-860.76123	Ha
orbital gap (alpha / beta)	7.35 / 6.75	eV
LUMO level (alpha / beta)	-0.74 / -0.85	eV